No. 1
DFT (ωB97M-V/def2-TZVPD) results for a cluster of 4 separate species, C3H16N3O3 in total at a distorted geometry.

Output
* total charge: +1
* relative energy (zero: lowest compared OMol25 entry of this formula, charge and spin): 51.3 kcal per mole
* maximum force: 0.1706 Eh/bohr
* HOMO: -13.65 eV
* HOMO-LUMO gap: 11.1202 eV
* LUMO level: -0.093 Eh

Geometry (Å):
C -0.70 -1.49 3.20
C -0.14 -0.19 2.63
N -0.44 0.01 1.14
C 0.26 -0.59 0.09
N 0.31 0.01 -1.10
N 0.85 -1.80 0.37
H -1.84 -1.48 3.28
H -0.48 -1.70 4.29
H -0.39 -2.40 2.59
H -0.54 0.78 3.14
H 1.00 -0.14 2.69
H -1.03 0.86 1.05
H 0.34 1.07 -1.08
H 0.94 -0.38 -1.74
H 1.36 -2.21 -0.53
H 0.33 -2.49 0.83
H -2.15 2.78 -3.38
H -2.73 3.50 -1.98
O -1.99 3.35 -2.62
H 3.13 -2.04 -2.69
H 1.70 -2.42 -2.97
O 2.22 -2.13 -2.35
H 0.45 3.51 -1.14
H -0.63 2.93 -2.18
O 0.16 2.66 -1.53

---

No. 2
DFT (ωB97M-V/def2-TZVPD) results for a cluster of 6 separate species, C34H83O22P5S in total at a distorted geometry.

Output
* total charge: 0
* relative energy (zero: lowest compared OMol25 entry of this formula, charge and spin): 20.2 kcal per mole
* SMILES string: CCOP(=O)(OCC)OCC.CCOP(=O)(OCC)OCC.CCOP(=O)(OCC)OCC.CCOP(=O)(OCC)OCC.CCOP(=O)(OCC)OCC.O=S1(=O)CCCC1
* maximum force: 0.0938 Eh/bohr
* HOMO: -10.07 eV
* HOMO-LUMO gap: 10.2777 eV
* LUMO level: 0.008 Eh

Geometry (Å):
C 17.81 -21.24 0.49
C 16.57 -21.27 -0.39
C 16.99 -21.82 -1.75
S 18.58 -22.81 -1.48
O 19.71 -22.22 -2.24
O 18.34 -24.26 -1.58
C 18.77 -22.45 0.31
H 17.57 -21.10 1.54
H 18.33 -20.29 0.40
H 16.14 -20.28 -0.50
H 15.75 -21.85 0.04
H 17.46 -21.02 -2.33
H 16.33 -22.44 -2.36
H 19.84 -22.38 0.52
H 18.34 -23.32 0.81
C 20.26 -19.31 5.54
C 19.47 -18.71 6.67
O 18.60 -17.93 5.96
P 17.52 -16.91 6.67
O 16.53 -17.41 7.56
O 16.87 -16.12 5.41
C 17.68 -15.17 4.75
C 18.26 -15.97 3.54
O 18.68 -15.93 7.23
C 18.57 -15.22 8.42
C 19.94 -15.22 9.23
H 19.73 -20.19 5.19
H 20.32 -18.65 4.67
H 21.27 -19.47 5.90
H 18.96 -19.42 7.32
H 20.14 -18.05 7.22
H 16.94 -14.42 4.47
H 18.55 -14.76 5.28
H 19.16 -16.49 3.88
H 17.72 -16.70 2.94
H 18.71 -15.28 2.82
H 18.37 -14.16 8.22
H 17.77 -15.59 9.05
H 20.62 -14.47 8.84
H 19.71 -14.90 10.25
H 20.48 -16.15 9.40
C 11.37 -12.01 -0.35
C 12.46 -12.67 0.45
O 13.17 -13.60 -0.34
P 12.93 -15.25 -0.43
O 11.83 -15.61 -1.36
O 12.89 -15.72 1.13
C 12.17 -16.85 1.54
C 12.92 -18.09 2.06
O 14.39 -15.75 -1.04
C 14.89 -15.20 -2.25
C 16.39 -15.29 -2.32
H 10.75 -11.32 0.21
H 11.70 -11.54 -1.28
H 10.65 -12.80 -0.56
H 13.03 -11.87 0.92
H 12.02 -13.26 1.25
H 11.32 -16.68 2.21
H 11.57 -17.25 0.73
H 12.31 -18.99 2.10
H 13.91 -18.27 1.64
H 13.22 -18.07 3.11
H 14.52 -15.63 -3.18
H 14.58 -14.16 -2.31
H 16.66 -16.33 -2.49
H 16.78 -14.70 -3.14
H 16.74 -14.94 -1.35
C 15.08 -25.01 8.14
C 13.90 -25.82 8.46
O 14.02 -27.11 7.93
P 13.76 -27.49 6.38
O 12.59 -26.95 5.69
O 15.19 -26.91 5.71
C 15.26 -26.97 4.29
C 15.05 -25.57 3.68
O 13.92 -29.08 6.38
C 15.19 -29.76 6.71
C 15.07 -31.27 6.41
H 15.00 -24.67 7.11
H 15.09 -24.11 8.75
H 16.05 -25.50 8.11
H 13.81 -25.94 9.54
H 13.07 -25.24 8.06
H 16.29 -27.28 4.09
H 14.78 -27.77 3.72
H 13.99 -25.39 3.51
H 15.34 -24.81 4.40
H 15.48 -25.46 2.68
H 16.04 -29.31 6.20
H 15.39 -29.56 7.76
H 14.22 -31.47 7.07
H 14.67 -31.24 5.40
H 15.98 -31.85 6.55
C 20.37 -36.00 2.56
C 20.10 -34.51 3.08
O 20.59 -33.60 2.08
P 20.96 -32.02 2.33
O 20.21 -31.45 3.52
O 22.61 -31.86 2.40
C 23.52 -31.85 1.32
C 24.47 -33.09 1.54
O 20.81 -31.48 0.77
C 19.65 -31.82 0.00
C 18.87 -30.56 -0.30
H 19.94 -36.79 3.16
H 20.06 -36.18 1.54
H 21.45 -36.07 2.72
H 19.07 -34.25 3.30
H 20.64 -34.32 4.00
H 23.11 -31.92 0.31
H 24.02 -30.89 1.40
H 24.99 -33.27 2.48
H 23.79 -33.94 1.56
H 25.01 -33.18 0.59
H 20.14 -32.10 -0.93
H 19.11 -32.66 0.44
H 18.54 -29.88 0.48
H 19.32 -29.85 -1.00
H 17.91 -30.95 -0.62
C 8.50 -21.47 -2.78
C 9.72 -20.68 -3.25
O 10.14 -21.13 -4.61
P 11.41 -22.15 -4.62
O 11.42 -23.06 -3.45
O 11.29 -23.00 -6.04
C 10.77 -24.29 -6.15
C 11.71 -25.37 -6.56
O 12.67 -21.21 -4.73
C 12.80 -20.27 -5.83
C 13.44 -20.83 -7.07
H 7.64 -20.80 -2.84
H 8.27 -22.29 -3.46
H 8.68 -21.76 -1.75
H 9.48 -19.62 -3.31
H 10.52 -20.70 -2.50
H 10.46 -24.44 -5.11
H 9.94 -24.17 -6.84
H 12.04 -25.29 -7.60
H 12.68 -25.34 -6.05
H 11.16 -26.30 -6.42
H 11.81 -19.83 -5.94
H 13.53 -19.65 -5.31
H 12.90 -21.76 -7.28
H 13.32 -20.19 -7.94
H 14.46 -21.21 -7.02

---

No. 3
DFT (ωB97M-V/def2-TZVPD) results for a cluster of 2 separate species, BrH2NOS in total at a distorted geometry.

Output
* total charge: 0
* relative energy (zero: lowest compared OMol25 entry of this formula, charge and spin): 88.0 kcal per mole
* maximum force: 0.0716 Eh/bohr
* HOMO (alpha / beta): -8.41 / -9.99 eV
* HOMO-LUMO gap (alpha / beta): 6.3776 / 9.2817 eV
* LUMO level (alpha / beta): -0.075 / -0.026 Eh

Geometry (Å):
N 0.73 -0.78 -0.69
O -0.36 3.09 -1.13
S 0.61 0.72 -1.32
Br 2.60 1.39 -1.64
H -1.37 3.36 -1.22
H -0.01 -1.38 -0.42

---

No. 4
DFT (ωB97M-V/def2-TZVPD) results for a cluster of 15 separate species, C15H60O15 in total at a distorted geometry.

Output
* total charge: 0
* relative energy (zero: lowest compared OMol25 entry of this formula, charge and spin): 179.3 kcal per mole
* maximum force: 0.0427 Eh/bohr
* HOMO: -9.15 eV
* HOMO-LUMO gap: 9.1427 eV
* LUMO level: 0.000 Eh

Geometry (Å):
C 4.57 13.49 -13.78
O 4.78 14.63 -13.00
H 4.54 13.90 -14.79
H 5.38 12.77 -13.63
H 3.59 13.06 -13.62
H 5.73 14.74 -13.00
C 9.15 18.48 -12.76
O 10.22 19.27 -12.31
H 9.37 17.86 -13.63
H 8.77 17.81 -11.99
H 8.37 19.22 -12.95
H 10.86 19.45 -13.01
C 5.76 17.46 -11.09
O 5.96 18.74 -11.72
H 5.02 17.46 -10.30
H 5.47 16.68 -11.80
H 6.68 17.20 -10.57
H 6.23 19.36 -11.05
C 11.69 15.74 -12.42
O 11.82 14.36 -12.17
H 12.60 16.10 -12.91
H 10.84 16.04 -13.02
H 11.66 16.23 -11.44
H 12.76 14.19 -12.13
C 9.41 12.11 -11.14
O 9.52 13.06 -12.18
H 8.57 12.40 -10.51
H 9.21 11.09 -11.46
H 10.36 12.09 -10.60
H 10.36 13.50 -12.13
C 5.10 18.31 -15.22
O 4.55 18.98 -14.07
H 6.05 18.77 -15.47
H 5.24 17.27 -14.94
H 4.44 18.48 -16.08
H 5.16 18.91 -13.32
C 5.74 13.50 -10.12
O 5.80 13.34 -8.73
H 5.91 12.54 -10.62
H 4.77 13.88 -10.40
H 6.63 14.08 -10.38
H 6.40 12.65 -8.42
C 11.66 16.09 -16.18
O 12.83 15.35 -16.59
H 10.85 15.70 -16.80
H 11.42 15.95 -15.12
H 11.78 17.16 -16.34
H 12.70 14.42 -16.38
C 11.53 12.29 -15.30
O 12.54 12.82 -16.12
H 10.66 12.95 -15.33
H 11.19 11.33 -15.68
H 11.80 12.28 -14.24
H 13.02 12.11 -16.54
C 7.76 15.22 -14.44
O 7.59 15.01 -13.01
H 7.44 16.23 -14.73
H 8.77 15.01 -14.80
H 7.05 14.53 -14.89
H 8.13 14.26 -12.77
C 6.08 12.48 -17.29
O 7.00 13.31 -17.95
H 5.37 13.06 -16.70
H 5.70 11.78 -18.05
H 6.57 11.90 -16.51
H 7.69 12.74 -18.30
C 8.06 10.51 -14.27
O 7.54 11.62 -13.62
H 7.40 9.64 -14.26
H 8.28 10.67 -15.32
H 8.99 10.24 -13.75
H 8.28 12.09 -13.23
C 8.74 15.37 -9.38
O 9.92 16.07 -8.91
H 7.83 15.79 -8.95
H 8.69 15.45 -10.46
H 8.81 14.32 -9.13
H 9.94 16.97 -9.23
C 5.39 16.22 -18.41
O 6.30 15.94 -17.30
H 4.35 16.08 -18.12
H 5.38 17.26 -18.74
H 5.52 15.57 -19.27
H 6.66 15.06 -17.46
C 9.15 16.76 -18.71
O 8.70 17.27 -17.49
H 8.95 15.69 -18.79
H 8.46 17.12 -19.47
H 10.16 17.03 -19.01
H 7.80 17.01 -17.30

---

No. 5
DFT (ωB97M-V/def2-TZVPD) results for a structure of composition C15H19AsN11OS3Tc at a distorted geometry.

Output
* total charge: +1
* relative energy (zero: lowest compared OMol25 entry of this formula, charge and spin): 0.0 kcal per mole
* maximum force: 0.0443 Eh/bohr
* 2S+1: 2
* HOMO (alpha / beta): -11.25 / -11.28 eV
* HOMO-LUMO gap (alpha / beta): 6.2800 / 6.0128 eV
* LUMO level (alpha / beta): -0.183 / -0.194 Eh

Geometry (Å):
Tc 1.05 -1.69 -0.65
N -2.34 -4.49 -0.34
C -1.34 -3.60 -0.19
S -0.05 -3.68 -1.37
N -1.42 -2.78 0.83
N -0.37 -1.91 0.86
C -0.26 -1.15 1.89
C 0.85 -0.21 1.89
C 1.15 0.60 2.97
C 2.23 1.46 2.89
C 2.97 1.50 1.72
C 2.63 0.66 0.68
N 1.60 -0.19 0.76
H -2.29 -5.20 -1.04
H -3.05 -4.55 0.38
H -0.97 -1.22 2.70
H 0.54 0.54 3.86
H 2.49 2.09 3.72
H 3.82 2.16 1.61
H 3.18 0.66 -0.25
S 2.73 -1.34 -2.25
C 4.11 -2.04 -1.58
C 5.35 -1.87 -2.29
N 6.32 -1.69 -2.87
C 4.07 -2.78 -0.40
S 2.66 -3.04 0.47
C 5.27 -3.39 0.11
N 6.22 -3.88 0.52
N -3.39 -0.09 -3.16
N -2.07 -0.03 -2.78
N -1.20 0.73 -3.40
C -0.08 0.37 -2.80
N -0.29 -0.56 -1.87
N -1.59 -0.81 -1.87
H -3.60 0.73 -3.70
H -3.98 -0.24 -2.35
H 0.88 0.80 -3.03
C -3.61 1.94 0.02
As -1.85 2.50 0.54
C -1.87 2.62 2.45
C -1.63 4.30 -0.10
O -0.70 1.47 -0.05
H -4.38 2.42 0.62
H -3.65 0.86 0.15
H -3.76 2.20 -1.03
H -2.58 3.39 2.77
H -0.87 2.88 2.80
H -2.17 1.66 2.87
H -2.44 4.93 0.25
H -1.63 4.27 -1.19
H -0.68 4.68 0.25

---

- What is the formula in the second record?
  C34H83O22P5S

---

- The lowest maximum force belongs to which entry?
  C15H60O15

---

- The lowest relative energy (zero: lowest compared OMol25 entry of this formula, charge and spin) belongs to which entry?
  C15H19AsN11OS3Tc

---

- Which value of relative energy (zero: lowest compared OMol25 entry of this formula, charge and spin) does entry 4 give?
  179.3 kcal per mole